[1]
Molecular formula: C28H28BN7O4Re
Method: DFT, ωB97M-V/def2-TZVPD

Each line ends with the natural charge from an NBO analysis.
CARTESIAN COORDINATES (ANGSTROEM)
Re: 0.568 0.927 -0.606  1.258
C: -5.480 1.527 2.734  -0.633
C: -4.022 1.246 2.346  0.038
C: -3.536 -0.080 2.239  -0.192
C: -2.180 -0.257 1.912  -0.202
C: -1.369 0.794 1.509  0.146
N: 0.008 0.558 1.211  -0.510
C: 0.856 -0.059 2.126  0.138
C: 0.439 -0.577 3.355  -0.227
C: 1.131 -1.690 3.941  -0.158
C: 2.086 -2.347 3.180  -0.013
C: 2.496 -3.754 3.332  -0.633
C: 2.726 -1.677 2.172  -0.156
C: 2.214 -0.515 1.642  0.088
N: 2.947 0.428 0.892  -0.135
C: 4.305 0.633 0.933  0.075
C: 4.650 1.588 -0.025  -0.286
C: 3.429 1.999 -0.570  0.008
N: 2.373 1.275 -0.060  -0.338
C: -1.951 2.072 1.424  0.112
C: -3.179 2.295 2.007  -0.213
N: -1.381 3.049 0.613  -0.137
C: -1.902 4.314 0.367  0.035
C: -1.034 4.979 -0.465  -0.301
C: 0.014 4.074 -0.797  -0.014
N: -0.213 2.860 -0.165  -0.409
H: -5.943 0.587 3.059  0.237
H: -6.040 1.928 1.852  0.235
H: -5.504 2.327 3.457  0.236
H: -4.166 -0.941 2.540  0.246
H: -1.677 -1.273 1.948  0.249
H: -0.485 -0.161 3.842  0.256
H: 0.841 -2.074 4.912  0.243
H: 3.553 -3.894 3.163  0.230
H: 2.031 -4.401 2.591  0.243
H: 2.234 -4.019 4.381  0.232
H: 3.563 -2.099 1.598  0.236
H: 4.949 0.199 1.614  0.253
H: 5.593 2.073 -0.180  0.272
H: 3.331 2.840 -1.284  0.232
H: -3.608 3.358 2.036  0.223
H: -2.830 4.602 0.799  0.250
H: -1.250 6.011 -0.824  0.275
H: 1.029 4.263 -1.136  0.232
C: -3.246 1.584 -4.384  -0.292
O: -2.834 1.274 -3.020  -0.454
C: -1.579 1.199 -2.576  0.923
O: -1.464 0.683 -1.454  -0.596
N: -0.568 1.493 -3.416  -0.464
N: 0.722 1.483 -2.821  -0.628
H: -4.237 1.153 -4.460  0.248
H: -2.655 1.059 -5.200  0.201
H: -3.217 2.680 -4.600  0.210
H: -0.726 1.977 -4.335  0.442
H: 1.231 2.366 -2.992  0.402
H: 1.353 0.817 -3.340  0.427
O: 2.269 -1.687 -1.447  -0.678
B: 1.000 -1.034 -1.132  0.695
O: -0.054 -1.997 -1.355  -0.662
C: 0.577 -3.154 -1.890  0.213
C: -0.016 -4.353 -2.201  -0.231
C: 0.840 -5.399 -2.553  -0.203
C: 2.208 -5.301 -2.495  -0.192
C: 2.801 -4.032 -2.241  -0.240
C: 1.969 -3.004 -1.854  0.218
H: -1.114 -4.356 -2.251  0.239
H: 0.463 -6.388 -2.831  0.234
H: 2.796 -6.159 -2.501  0.230
H: 3.867 -3.889 -2.269  0.232

Properties
Multiplicity   4
<S²>   3.79
LUMO level (spin up / spin down)   -5.57 / -7.04 eV
HOMO-LUMO gap (spin up / spin down)   7.069 / 5.809 eV
Net charge   +2
E_HOMO (spin up / spin down)   -12.64 / -12.85 eV
Calculated total energy   -50901.7446 eV
Energy above the lowest of the compared OMol25 structures with the same formula, charge and spin   22.62 kcal per mole



[2]
Molecular formula: C28H28CeF5N6S
Method: DFT, ωB97M-V/def2-TZVPD

Each line ends with the natural charge from an NBO analysis.
CARTESIAN COORDINATES (ANGSTROEM)
Ce: 0.151 0.230 -0.393  1.442
C: -1.054 3.455 -1.006  -0.220
C: -0.348 3.273 -2.338  -0.237
N: 0.550 2.093 -2.351  -0.668
C: 0.610 1.475 -3.698  -0.230
C: -0.708 0.858 -4.154  -0.525
S: -1.689 0.040 -2.864  0.274
C: -2.960 1.288 -2.471  -0.521
C: -2.956 1.793 -1.036  -0.223
N: -1.642 2.201 -0.497  -0.666
H: -0.333 3.795 -0.255  0.209
H: -1.804 4.249 -1.091  0.224
H: -1.080 3.147 -3.132  0.207
H: 0.199 4.186 -2.584  0.232
H: 1.499 2.404 -2.150  0.406
H: 0.912 2.215 -4.447  0.220
H: 1.381 0.715 -3.673  0.245
H: -1.367 1.577 -4.638  0.238
H: -0.494 0.098 -4.904  0.269
H: -2.861 2.096 -3.192  0.234
H: -3.932 0.832 -2.662  0.262
H: -3.676 2.616 -0.962  0.221
H: -3.315 0.998 -0.378  0.227
H: -1.800 2.324 0.500  0.402
C: -2.686 -3.583 0.044  -0.238
C: -2.090 -2.397 -0.398  0.124
N: -1.703 -1.420 0.407  -0.547
C: -1.913 -1.571 1.742  0.228
C: -2.493 -2.728 2.279  -0.091
C: -2.876 -3.750 1.390  -0.075
C: -2.711 -2.839 3.692  -0.148
C: -2.396 -1.822 4.519  -0.171
C: -1.818 -0.616 4.002  -0.069
C: -1.524 0.479 4.833  -0.082
C: -0.992 1.618 4.288  -0.244
C: -0.720 1.632 2.917  0.092
N: -0.964 0.617 2.105  -0.508
C: -1.543 -0.494 2.632  0.155
H: -2.972 -4.338 -0.673  0.254
H: -1.910 -2.258 -1.457  0.224
H: -3.323 -4.655 1.781  0.244
H: -3.150 -3.751 4.074  0.242
H: -2.577 -1.894 5.583  0.243
H: -1.733 0.414 5.893  0.244
H: -0.773 2.488 4.890  0.251
H: -0.273 2.515 2.475  0.201
C: 3.387 -1.379 1.494  -0.652
C: 3.102 0.064 1.702  0.432
N: 2.166 0.789 1.102  -0.603
C: 2.296 2.074 1.606  -0.092
C: 3.304 2.118 2.508  -0.048
N: 3.800 0.838 2.554  -0.486
H: 2.537 -1.872 1.026  0.244
H: 3.593 -1.874 2.442  0.249
H: 4.249 -1.513 0.839  0.261
H: 1.681 2.893 1.267  0.216
H: 3.723 2.916 3.094  0.251
H: 4.572 0.523 3.120  0.444
F: 3.309 0.499 -2.646  -0.319
C: 2.968 -0.802 -2.440  0.371
C: 1.866 -1.098 -1.667  -0.673
C: 1.661 -2.438 -1.461  0.351
F: 0.652 -2.799 -0.581  -0.320
C: 2.426 -3.463 -1.988  0.263
F: 2.168 -4.741 -1.735  -0.275
C: 3.503 -3.107 -2.790  0.307
F: 4.272 -4.042 -3.323  -0.262
C: 3.787 -1.763 -3.014  0.262
F: 4.835 -1.430 -3.756  -0.272

Properties
Multiplicity   2
<S²>   0.75
LUMO level (spin up / spin down)   -5.86 / -5.85 eV
HOMO-LUMO gap (spin up / spin down)   7.925 / 7.934 eV
Net charge   +2
E_HOMO (spin up / spin down)   -13.78 / -13.78 eV
Calculated total energy   -75772.4234 eV
Energy above the lowest of the compared OMol25 structures with the same formula, charge and spin   4.97 kcal per mole



[3]
Molecular formula: C28H28Cl3FN9O12Y
Method: DFT, ωB97M-V/def2-TZVPD

Each line ends with the Mulliken charge.
CARTESIAN COORDINATES (ANGSTROEM)
Y: 0.168 1.590 1.371  1.607
Cl: 0.416 4.681 8.156  -0.275
C: 0.723 4.452 6.461  0.260
C: -0.142 5.014 5.511  -0.584
C: -0.006 4.753 4.131  0.309
Cl: -1.169 5.406 2.972  -0.220
C: 0.932 3.878 3.594  -0.177
O: 0.954 3.446 2.384  -1.029
C: 1.822 3.378 4.603  0.691
Cl: 3.104 2.382 4.035  -0.191
C: 1.716 3.622 5.960  -0.552
H: -0.979 5.650 5.827  0.352
H: 2.361 3.099 6.649  0.390
C: -2.708 1.015 -4.549  -1.099
C: -1.473 0.728 -5.347  1.000
C: -1.226 -0.781 -5.464  -1.343
C: -0.329 1.480 -4.728  -1.556
N: -0.001 1.049 -3.374  0.218
C: -0.202 1.610 -2.198  -0.714
N: 0.297 0.855 -1.228  -0.419
N: 0.934 -0.203 -1.927  1.335
N: 0.718 -0.141 -3.242  -1.076
H: -3.590 0.482 -4.915  0.419
H: -2.926 2.101 -4.536  0.344
H: -2.558 0.702 -3.514  -0.067
H: -1.576 1.127 -6.340  0.345
H: -1.512 -1.352 -4.560  0.123
H: -0.185 -1.084 -5.647  0.295
H: -1.850 -1.157 -6.290  0.452
H: -0.555 2.523 -4.703  0.557
H: 0.537 1.331 -5.380  0.353
H: -0.826 2.449 -1.979  0.752
O: 3.057 -3.681 6.330  -0.648
N: 1.983 -3.503 5.750  0.953
O: 0.945 -4.076 6.062  -0.646
C: 1.951 -2.594 4.623  -0.445
C: 3.153 -2.167 4.090  -0.407
C: 3.119 -1.254 3.034  -0.262
C: 1.983 -0.594 2.583  1.197
O: 2.031 0.389 1.745  -0.799
C: 0.746 -1.077 3.153  0.385
C: 0.699 -2.077 4.075  -0.608
N: -0.530 -0.519 2.722  -0.245
O: -0.427 0.888 3.123  -0.703
O: -0.622 -0.347 1.324  -0.456
N: 4.421 -0.982 2.437  1.070
O: 5.400 -1.080 3.162  -0.701
O: 4.448 -0.768 1.250  -0.564
H: 4.109 -2.550 4.441  0.551
H: -0.215 -2.537 4.389  0.552
F: -2.124 -2.413 -2.130  -0.390
C: -3.063 -1.528 -1.687  0.051
C: -2.809 -0.610 -0.790  0.730
N: -3.803 0.221 -0.328  0.051
C: -3.370 1.334 0.542  -1.105
C: -2.534 2.424 -0.261  0.782
O: -2.928 2.794 -1.376  -0.705
O: -1.527 2.837 0.364  -0.638
C: -5.092 0.218 -0.825  0.540
O: -5.935 1.039 -0.566  -0.662
N: -5.323 -0.861 -1.678  -0.033
C: -4.394 -1.794 -2.159  0.178
O: -4.713 -2.735 -2.875  -0.699
H: -1.783 -0.533 -0.355  0.215
H: -2.741 0.925 1.351  0.368
H: -4.308 1.778 0.926  0.453
H: -6.240 -0.880 -2.055  0.218
C: 3.330 -1.782 -2.994  -1.754
C: 2.237 -2.285 -2.060  2.167
C: 2.839 -3.272 -1.016  -1.695
C: 1.217 -3.057 -2.961  -1.364
C: 1.591 -1.133 -1.319  -1.092
H: 3.837 -2.671 -3.359  0.494
H: 4.054 -1.138 -2.502  0.288
H: 2.910 -1.217 -3.831  0.342
H: 3.243 -4.195 -1.458  0.406
H: 2.066 -3.557 -0.246  0.347
H: 3.696 -2.782 -0.495  0.296
H: 1.732 -3.827 -3.561  0.414
H: 0.744 -2.376 -3.677  0.127
H: 0.430 -3.533 -2.391  0.297
H: 1.641 -0.948 -0.255  0.651

Properties
Multiplicity   1
LUMO level   4.00 eV
HOMO-LUMO gap   6.739 eV
Net charge   -2
E_HOMO   -2.74 eV
Calculated total energy   -108797.9885 eV
Energy above the lowest of the compared OMol25 structures with the same formula, charge and spin   0.00 kcal per mole



[4]
Molecular formula: C28H28CrN9O2S
Method: DFT, ωB97M-V/def2-TZVPD

Each line ends with the natural charge from an NBO analysis.
CARTESIAN COORDINATES (ANGSTROEM)
Cr: -0.008 0.914 0.491  1.216
C: 3.378 -0.116 2.327  -0.639
C: 2.549 1.084 1.985  0.001
C: 1.567 1.545 2.866  -0.176
C: 0.938 2.764 2.645  -0.225
C: 1.233 3.514 1.510  -0.223
C: 2.154 3.027 0.589  -0.193
C: 2.812 1.825 0.830  -0.234
H: 4.279 0.208 2.849  0.241
H: 3.691 -0.648 1.430  0.212
H: 2.833 -0.788 2.985  0.234
H: 1.362 0.992 3.772  0.232
H: 0.270 3.163 3.395  0.232
H: 0.781 4.486 1.364  0.231
H: 2.413 3.617 -0.280  0.230
H: 3.603 1.506 0.162  0.225
S: -4.050 4.100 -4.750  0.982
N: -2.701 3.221 -4.844  -0.590
C: -2.221 3.036 -3.624  0.105
C: -1.064 2.267 -3.272  0.005
C: -0.301 1.550 -4.183  -0.102
C: 0.785 0.819 -3.704  -0.219
C: 1.085 0.849 -2.358  0.067
N: 0.355 1.501 -1.450  -0.510
C: -0.735 2.193 -1.895  0.147
C: -1.578 2.752 -0.902  0.146
N: -1.276 2.442 0.390  -0.513
C: -2.068 2.905 1.347  0.095
C: -3.209 3.658 1.102  -0.232
C: -3.572 3.936 -0.206  -0.104
C: -2.745 3.495 -1.234  -0.011
C: -3.035 3.656 -2.624  0.092
N: -4.083 4.278 -3.145  -0.590
H: -0.553 1.565 -5.230  0.249
H: 1.397 0.243 -4.381  0.238
H: 1.966 0.348 -1.974  0.202
H: -1.794 2.638 2.360  0.235
H: -3.816 3.988 1.929  0.244
H: -4.484 4.461 -0.439  0.250
C: 2.686 -5.020 1.785  -0.613
C: 2.160 -5.104 0.356  -0.217
C: 3.142 -4.466 -0.624  -0.616
C: 0.770 -4.446 0.251  -0.221
N: 0.809 -3.044 0.555  -0.164
C: 1.009 -1.988 -0.258  0.219
N: 0.941 -0.897 0.484  -0.400
N: 0.721 -1.310 1.735  -0.042
N: 0.635 -2.568 1.784  -0.008
H: 3.600 -5.600 1.880  0.227
H: 1.958 -5.409 2.492  0.220
H: 2.910 -3.991 2.057  0.205
H: 2.023 -6.156 0.086  0.223
H: 3.371 -3.443 -0.330  0.196
H: 2.743 -4.461 -1.636  0.208
H: 4.073 -5.025 -0.630  0.235
H: 0.094 -4.914 0.970  0.242
H: 0.368 -4.567 -0.758  0.227
H: 1.160 -2.029 -1.317  0.251
O: -1.604 -1.014 -1.795  -0.627
C: -2.118 -0.961 -0.697  0.679
C: -3.385 -1.643 -0.204  -0.507
C: -3.407 -1.354 1.301  -0.507
C: -2.227 -0.423 1.498  0.674
O: -1.804 0.129 2.500  -0.612
N: -1.584 -0.254 0.326  -0.794
H: -3.371 -2.702 -0.455  0.238
H: -4.231 -1.204 -0.731  0.242
H: -3.271 -2.252 1.904  0.245
H: -4.326 -0.878 1.640  0.244

Properties
Multiplicity   5
<S²>   6.02
LUMO level (spin up / spin down)   -3.44 / -3.59 eV
HOMO-LUMO gap (spin up / spin down)   6.476 / 8.175 eV
Net charge   +1
E_HOMO (spin up / spin down)   -9.92 / -11.76 eV
Calculated total energy   -86250.1608 eV
Energy above the lowest of the compared OMol25 structures with the same formula, charge and spin   42.32 kcal per mole